Density functional theory data (ωB97M-V/def2-TZVPD) for a cluster of 4 separate species, C17H36N3O7P in total.

* electronic energy: -46304.4530 eV
* frontier orbital gap: 9.4 eV
* HOMO level: -8.8627 eV
* total charge: 0
* ΔE to the lowest compared entry with this formula, charge and spin: 0.00 kJ/mol
* F_max: 2.5 eV/Å
* SMILES: CC(C)C[C@H]1OC(=O)O[C@@H]1P(C)O.CN(C)C=O.CN(C)C=O.CN(C)C=O

Each line ends with the Löwdin charge.
Positions of all 64 atoms, in Å:
C: 0.657 -2.536 0.525  -0.054
C: 0.178 -1.064 0.417  -0.381
C: 1.380 -0.149 0.158  -0.060
C: -0.574 -0.645 1.682  -0.095
C: -1.772 0.294 1.525  -0.286
O: -1.476 1.674 1.684  0.084
C: -1.642 2.248 0.448  -0.506
O: -0.956 3.137 -0.022  0.136
O: -2.701 1.649 -0.138  0.014
C: -2.618 0.235 0.246  -0.362
P: -4.373 -0.312 0.451  0.915
C: -4.061 -2.103 0.656  -0.261
O: -4.893 -0.199 -1.113  -0.306
H: 1.739 -2.592 0.529  0.070
H: 0.307 -3.120 -0.317  0.062
H: 0.272 -3.021 1.411  0.059
H: -0.438 -1.034 -0.472  0.106
H: 2.257 -0.492 0.694  0.067
H: 1.617 -0.150 -0.898  0.082
H: 1.168 0.865 0.484  0.072
H: 0.132 -0.097 2.301  0.130
H: -0.889 -1.491 2.276  0.107
H: -2.443 0.025 2.342  0.136
H: -2.153 -0.227 -0.623  0.120
H: -4.931 -2.590 1.070  0.031
H: -3.806 -2.583 -0.283  0.038
H: -3.202 -2.233 1.306  0.027
H: -4.181 0.018 -1.715  0.044
C: 6.770 1.707 -0.684  -0.060
N: 6.069 0.871 0.270  -0.199
C: 5.342 1.492 1.364  -0.037
C: 6.063 -0.471 0.180  -0.362
O: 5.483 -1.210 0.950  0.008
H: 7.530 2.306 -0.178  0.089
H: 6.070 2.378 -1.186  0.089
H: 7.256 1.086 -1.432  0.081
H: 5.739 1.149 2.320  0.094
H: 4.288 1.216 1.319  0.081
H: 5.432 2.573 1.302  0.086
H: 6.641 -0.850 -0.681  0.132
C: -0.745 6.042 -1.330  -0.055
N: -1.490 7.279 -1.492  -0.198
C: -2.823 7.233 -2.066  -0.044
C: -0.992 8.473 -1.130  -0.367
O: -1.577 9.532 -1.246  0.006
H: -0.595 5.568 -2.302  0.092
H: -1.286 5.359 -0.685  0.062
H: 0.226 6.250 -0.887  0.085
H: -2.865 7.835 -2.974  0.091
H: -3.552 7.633 -1.361  0.092
H: -3.077 6.203 -2.302  0.085
H: 0.025 8.404 -0.705  0.130
C: -0.895 -7.822 0.833  -0.055
N: -1.386 -6.667 0.107  -0.195
C: -1.759 -6.810 -1.291  -0.037
C: -1.510 -5.461 0.683  -0.349
O: -1.914 -4.464 0.114  -0.002
H: 0.011 -8.208 0.361  0.090
H: -1.649 -8.610 0.846  0.090
H: -0.663 -7.543 1.858  0.083
H: -1.157 -6.146 -1.911  0.092
H: -2.807 -6.545 -1.430  0.093
H: -1.601 -7.838 -1.603  0.086
H: -1.201 -5.453 1.742  0.136